Computed, not measured: a structure of composition C18H19F10LiN5OTe, with wB97M-V/def2-TZVPD.

The calculation puts the orbital gap at 8.14 eV. As for the energy above the lowest of the compared OMol25 structures with the same formula, charge and spin: 0.0 kJ/mol. For the LUMO energy, the calculation gives 2.48 eV.

The geometry in ORCA input format:
```
! wB97M-V def2-TZVPD RIJCOSX def2/J DEFGRID3
* xyz -1 1
Li 0.200 -0.138 0.784
F 2.196 -0.458 3.124
C 1.899 0.879 3.066
C 1.012 1.348 2.128
C 0.819 2.702 2.188
F -0.046 3.315 1.303
C 1.432 3.560 3.085
F 1.199 4.890 3.089
C 2.314 3.027 4.005
F 2.932 3.824 4.898
C 2.554 1.664 3.999
F 3.417 1.149 4.899
F -2.828 -3.233 0.641
Te -2.305 -2.150 2.091
F -4.013 -2.563 2.731
F -2.166 -1.164 3.670
F -1.797 -3.703 3.010
F -3.183 -0.698 1.274
O -0.694 -1.775 1.436
C -3.621 2.098 -2.403
N -3.063 1.655 -1.139
C -2.987 2.698 -0.138
C -1.998 0.750 -1.179
N -0.869 0.926 -0.594
N -2.228 -0.379 -1.927
C -3.531 -1.030 -1.904
C -1.119 -1.306 -2.072
H -3.074 2.966 -2.797
H -4.665 2.387 -2.266
H -3.571 1.299 -3.137
H -3.971 3.159 -0.044
H -2.264 3.484 -0.398
H -2.709 2.274 0.824
H -0.775 1.860 -0.209
H -4.301 -0.328 -1.601
H -3.534 -1.864 -1.198
H -3.764 -1.413 -2.902
H -0.212 -0.762 -2.330
H -1.363 -2.004 -2.874
H -0.932 -1.866 -1.150
N 3.142 -3.022 0.114
C 2.044 -2.386 0.617
N 1.742 -1.303 -0.034
C 2.694 -1.200 -1.036
C 2.851 -0.226 -2.020
C 3.904 -0.369 -2.903
C 4.790 -1.454 -2.818
C 4.650 -2.426 -1.844
C 3.589 -2.276 -0.959
H 3.550 -3.862 0.482
H 1.489 -2.751 1.467
H 2.165 0.610 -2.068
H 4.056 0.373 -3.677
H 5.605 -1.529 -3.527
H 5.338 -3.259 -1.778
*
```